Entry 1:
ORCA calculation (wB97M-V/def2-TZVPD) on an isolated molecule of C18H28N2O2.

```
50
Properties=species:S:1:pos:R:3:mulliken_charge:R:1
C -0.78 -2.70 -1.38 -1.310
C 0.36 -2.88 -0.37 0.662
C 1.51 -3.64 -1.03 -1.687
C 0.89 -1.54 0.16 -0.997
C -0.04 -0.82 1.14 0.157
C 0.69 0.26 1.97 -1.388
O 1.29 1.27 1.19 -0.378
C 2.58 1.17 0.75 0.792
C 2.92 2.07 -0.26 -0.361
C 4.20 2.10 -0.77 -0.539
C 5.16 1.23 -0.29 -0.523
C 4.83 0.34 0.71 -0.727
C 3.55 0.30 1.24 -0.301
N -1.24 -0.27 0.53 0.807
C -1.12 0.73 -0.51 -0.779
C -1.62 2.13 -0.08 -1.217
N -3.04 2.35 -0.14 0.146
C -3.57 2.49 -1.48 -0.947
C -3.80 1.46 0.71 -0.838
C -3.68 -0.04 0.41 -0.825
C -2.44 -0.66 1.04 0.730
O -2.53 -1.46 1.95 -0.707
H -1.66 -2.30 -0.89 0.129
H -0.48 -2.04 -2.19 0.262
H -1.05 -3.67 -1.80 0.485
H -0.02 -3.46 0.48 0.290
H 1.16 -4.61 -1.39 0.453
H 1.91 -3.08 -1.86 0.354
H 2.31 -3.82 -0.31 0.392
H 1.13 -0.89 -0.69 0.200
H 1.82 -1.74 0.69 0.341
H -0.42 -1.56 1.86 0.574
H -0.05 0.77 2.59 0.449
H 1.41 -0.22 2.63 0.421
H 2.16 2.75 -0.62 0.434
H 4.45 2.80 -1.55 0.385
H 6.16 1.24 -0.70 0.393
H 5.57 -0.34 1.10 0.377
H 3.33 -0.40 2.03 0.317
H -0.06 0.82 -0.75 0.258
H -1.65 0.41 -1.41 0.652
H -1.14 2.88 -0.71 0.269
H -1.29 2.31 0.95 0.310
H -4.61 2.80 -1.41 0.349
H -3.52 1.57 -2.09 0.333
H -3.01 3.27 -1.99 0.318
H -4.85 1.75 0.63 0.401
H -3.49 1.64 1.75 0.383
H -3.69 -0.22 -0.67 0.291
H -4.53 -0.56 0.85 0.409
```

Values from the calculation:
E_LUMO = 0.758 eV
HOMO-LUMO gap = 9.0802 eV
strongest force on any atom = 0.7 eV Å⁻¹
HOMO energy = -8.32 eV

---

Entry 2:
ORCA calculation (wB97M-V/def2-TZVPD) on an isolated molecule of C5H10BN3O2 at a distorted geometry.

```
21
Properties=species:S:1:pos:R:3:mulliken_charge:R:1
C -0.12 -1.18 -0.78 -1.419
C -0.60 -0.07 0.13 0.942
C -2.11 -0.08 0.01 -1.667
N 0.13 1.15 -0.20 0.989
N 0.04 1.98 -1.25 -0.982
C 0.89 2.94 -1.04 -0.067
N 1.53 2.82 0.13 -0.671
C 1.09 1.72 0.64 0.062
B 1.83 0.85 1.80 0.456
O 1.96 -0.49 1.42 -0.521
O 2.13 1.41 2.94 -0.458
H -0.54 -1.18 -1.82 0.333
H -0.55 -2.11 -0.43 0.400
H 0.95 -1.20 -0.78 0.400
H -0.22 -0.22 1.12 -0.031
H -2.39 0.18 -0.97 0.410
H -2.36 0.76 0.59 0.448
H -2.59 -1.01 0.30 0.381
H 0.94 3.70 -1.82 0.415
H 2.51 -1.22 1.88 0.279
H 2.63 0.89 3.58 0.301
```

Values from the calculation:
E_LUMO = 0.018 eV
HOMO-LUMO gap = 9.2699 eV
strongest force on any atom = 3.2 eV Å⁻¹
HOMO energy = -9.25 eV

---

Entry 3:
ORCA calculation (wB97M-V/def2-TZVPD) on an isolated molecule of C6H6O2 at a distorted geometry.

```
14
Properties=species:S:1:pos:R:3:mulliken_charge:R:1
O 2.72 -0.24 -0.07 -0.456
C 1.60 0.02 -0.11 0.260
C 0.66 1.30 -0.07 0.476
O 0.66 2.52 -0.02 -0.561
C -0.81 0.77 0.00 -0.274
C -0.44 -0.42 1.04 -0.778
C 0.45 -0.90 -0.14 -0.119
C -0.74 -0.26 -1.05 -0.877
H -1.49 1.56 0.14 0.475
H -1.44 -0.86 1.38 0.278
H 0.15 -0.21 1.92 0.326
H 0.69 -1.95 -0.13 0.451
H -0.43 -0.20 -1.97 0.538
H -1.58 -1.12 -0.92 0.260
```

Values from the calculation:
E_LUMO = -0.124 eV
HOMO-LUMO gap = 8.8648 eV
strongest force on any atom = 7.7 eV Å⁻¹
HOMO energy = -8.99 eV

---

Entry 4:
ORCA calculation (wB97M-V/def2-TZVPD) on the ion C6H9F3NO with charge +1 at a distorted geometry.

```
20
Properties=species:S:1:pos:R:3:mulliken_charge:R:1
C -0.82 1.64 1.46 -0.969
C -0.81 1.32 -0.07 -0.623
N -0.28 -0.03 -0.30 0.031
C 0.99 -0.44 -0.51 0.404
C 2.26 0.40 -0.23 0.880
F 2.18 0.72 0.99 -0.198
F 3.24 -0.45 -0.41 -0.221
F 2.43 1.41 -1.05 -0.210
O 1.07 -1.70 -0.74 -0.297
C -0.27 -2.29 -0.85 -0.549
C -1.15 -1.23 -0.25 -0.491
H -1.77 2.08 1.56 0.344
H -0.90 0.71 1.99 0.322
H 0.11 2.13 1.77 0.333
H -0.15 2.13 -0.54 0.277
H -1.79 1.43 -0.52 0.496
H -0.28 -3.26 -0.49 0.384
H -0.44 -2.32 -1.86 0.358
H -2.09 -0.92 -0.73 0.434
H -1.52 -1.34 0.79 0.297
```

Values from the calculation:
E_LUMO = -4.421 eV
charge = +1
HOMO-LUMO gap = 10.6991 eV
strongest force on any atom = 4.3 eV Å⁻¹
HOMO energy = -15.12 eV

---

Entry 5:
ORCA calculation (wB97M-V/def2-TZVPD) on a structure of composition C4H8O2 at a distorted geometry.

```
14
Properties=species:S:1:pos:R:3:mulliken_charge:R:1
O -1.91 -0.53 -1.16 -0.498
C -1.01 0.38 -0.60 -0.561
C -0.09 -0.33 0.32 0.190
C 1.24 -0.98 -0.07 -0.457
O 1.98 -0.12 0.81 -0.418
C 0.80 0.68 1.04 -0.522
H -2.44 -0.06 -1.81 0.312
H -1.50 1.19 0.15 0.189
H -0.47 0.95 -1.38 0.321
H -0.68 -0.95 1.02 0.327
H 1.38 -2.03 0.20 0.252
H 1.50 -0.82 -1.12 0.230
H 0.25 0.94 2.00 0.324
H 0.95 1.67 0.60 0.310
```

Values from the calculation:
E_LUMO = 0.804 eV
HOMO-LUMO gap = 10.4798 eV
strongest force on any atom = 2.4 eV Å⁻¹
HOMO energy = -9.68 eV

---

Entry 6:
ORCA calculation (wB97M-V/def2-TZVPD) on a structure of composition C35H48BGaN8S6.

```
99
Properties=species:S:1:pos:R:3:mulliken_charge:R:1
Ga 0.43 0.40 -0.23 -0.403
C 3.93 -3.67 -2.79 -1.529
C 2.44 -3.94 -2.90 1.261
C 2.17 -5.42 -3.24 -1.685
C 1.85 -3.11 -4.05 -2.154
N 1.84 -3.67 -1.56 0.446
C 2.11 -4.55 -0.52 -0.893
C 1.55 -4.05 0.59 -0.981
N 0.91 -2.88 0.27 0.641
B 0.25 -1.91 1.34 -0.891
N 1.56 -1.50 2.26 0.606
C 1.78 -1.86 3.57 -0.648
C 2.85 -1.18 4.03 -0.897
N 3.30 -0.38 3.00 0.528
C 2.51 -0.62 1.92 0.231
S 2.76 -0.06 0.31 -0.159
C 4.41 0.61 3.09 1.184
C 3.88 1.99 2.71 -1.466
C 4.90 0.66 4.53 -2.137
C 5.56 0.17 2.19 -1.531
N -1.71 -0.86 1.83 2.433
C -2.98 -0.92 1.18 -1.533
C -3.63 0.21 1.43 -0.544
N -2.87 1.00 2.30 0.486
C -1.73 0.36 2.62 0.447
S -0.52 0.79 3.65 -0.307
C -3.28 2.36 2.78 1.158
C -2.24 3.39 2.37 -1.454
C -3.48 2.32 4.30 -1.583
C -4.61 2.73 2.13 -2.139
C 1.12 -2.63 -1.04 0.458
S 0.65 -1.24 -1.99 -0.557
H 4.42 -3.89 -3.74 0.452
H 4.40 -4.28 -2.02 0.354
H 4.10 -2.62 -2.55 0.314
H 2.51 -5.61 -4.25 0.472
H 1.10 -5.64 -3.18 0.381
H 2.70 -6.10 -2.58 0.414
H 2.29 -3.50 -4.97 0.537
H 2.10 -2.06 -3.96 0.502
H 0.77 -3.21 -4.11 0.429
H 2.68 -5.44 -0.66 0.549
H 1.58 -4.42 1.60 0.492
H -0.70 -1.77 3.40 0.826
H 1.15 -2.56 4.08 0.476
H 3.30 -1.19 5.00 0.547
H 2.97 2.21 3.27 0.316
H 3.65 2.06 1.65 0.309
H 4.63 2.74 2.95 0.500
H 4.12 0.96 5.22 0.464
H 5.70 1.40 4.59 0.469
H 5.32 -0.30 4.86 0.461
H 5.24 0.09 1.15 0.294
H 5.95 -0.80 2.51 0.375
H 6.36 0.90 2.25 0.465
H -3.19 -1.72 0.50 0.723
H -4.57 0.53 1.04 0.661
H -1.30 3.25 2.90 0.328
H -2.62 4.39 2.59 0.502
H -2.04 3.33 1.30 0.281
H -2.58 1.99 4.81 0.311
H -4.30 1.64 4.56 0.395
H -3.74 3.32 4.65 0.467
H -4.52 2.83 1.05 0.446
H -4.92 3.69 2.53 0.459
H -5.40 2.01 2.36 0.490
C -2.29 -4.01 1.28 -1.712
C -1.85 -3.36 2.60 2.306
C -3.07 -3.05 3.49 -1.819
C -0.98 -4.35 3.38 -1.749
C -0.99 -2.11 2.40 -2.280
C -0.66 -0.89 0.61 0.614
H -2.23 -5.10 1.34 0.414
H -1.67 -3.68 0.44 0.210
H -3.33 -3.78 1.04 0.438
H -3.63 -3.97 3.68 0.505
H -3.75 -2.34 3.02 0.287
H -2.75 -2.64 4.45 0.381
H -1.54 -5.26 3.58 0.577
H -0.66 -3.93 4.34 0.312
H -0.09 -4.63 2.82 0.085
S 2.01 2.93 -5.85 -0.337
C 1.54 3.22 -4.30 -0.008
S 1.51 1.97 -3.08 0.038
C 0.83 3.09 -1.93 0.194
N 0.67 4.27 -2.40 -0.817
N 1.09 4.35 -3.71 0.632
C 0.90 5.62 -4.33 0.443
C 1.83 6.10 -5.24 -0.476
C 1.63 7.35 -5.83 -0.613
C 0.51 8.10 -5.50 -0.440
C -0.40 7.61 -4.58 -0.529
C -0.21 6.38 -3.99 -0.329
S 0.45 2.68 -0.28 -0.076
H 2.71 5.52 -5.49 0.368
H 2.35 7.72 -6.54 0.359
H 0.35 9.07 -5.97 0.375
H -1.27 8.20 -4.31 0.349
H -0.91 5.99 -3.26 0.444
```

Values from the calculation:
E_LUMO = 0.477 eV
HOMO-LUMO gap = 6.9508 eV
strongest force on any atom = 0.7 eV Å⁻¹
HOMO energy = -6.47 eV